Entry from OMol25: a molecular structure, C33H32ClN5O3PdS3 (the ωB97M-V functional and the def2-TZVPD basis).

```
78
Properties=species:S:1:pos:R:3:forces:R:3
H 5.414708 1.155572 2.807217 0.1 0.0 0.2
C -3.982492 -5.134928 2.130217 0.0 0.2 -0.3
C 2.496108 1.147472 2.673617 0.6 0.0 0.9
C 0.709608 -1.119228 -2.880683 0.0 0.6 0.1
O -1.499792 -5.220528 0.499317 0.5 -0.1 0.0
C 0.362508 1.139672 3.320417 -0.3 0.0 0.7
H -4.273192 -1.994328 2.401917 0.0 0.0 0.1
C 0.863308 -1.233428 -5.291283 0.0 0.7 0.0
C -3.641192 2.174072 -0.298883 0.4 -0.4 0.2
H -4.049792 1.712072 0.599717 0.0 0.1 -0.1
H -4.774592 -5.874428 2.198617 -0.1 -0.1 0.1
C -2.078692 2.138872 -0.250883 -1.0 2.3 -0.5
H -4.385492 -2.153528 -0.010483 0.2 0.0 -0.1
Pd 0.832108 1.115472 0.185417 0.0 -0.2 0.0
N -2.955492 -3.535428 0.507217 0.8 0.0 -0.1
H -3.978192 3.204772 -0.409183 0.2 -0.2 0.0
C -1.679392 -4.015228 0.477417 -1.2 0.0 -0.1
H -2.733192 -1.597528 -0.229483 -0.2 0.0 0.0
S 5.731208 1.177372 0.387417 -1.0 0.0 -0.1
C 4.889808 1.165872 1.874517 -0.5 0.0 -0.3
H 5.159808 1.120672 -2.342983 0.0 0.0 -0.1
H 1.004008 6.196872 1.360517 0.0 0.0 0.1
N 0.769308 1.149272 -1.912883 -0.1 4.4 1.3
N 0.860908 -1.134628 0.484917 0.2 0.4 -0.2
S 0.849508 2.637272 -4.095383 0.1 -0.6 1.6
H 0.630708 -1.612028 -1.927283 0.0 -0.1 0.1
C 0.758908 -1.853128 -4.048183 0.0 0.1 0.1
C 2.676608 1.091672 4.026317 -0.3 0.1 -0.5
C -1.113292 1.171172 3.241217 -0.2 0.0 -0.1
C 0.759908 0.290272 -2.937283 0.1 -2.2 -2.2
C 0.901908 3.502772 -1.425883 0.4 1.6 2.4
H 0.974408 0.643872 -6.346683 0.0 0.0 -0.1
H 3.588808 0.299372 -2.287783 0.0 0.0 0.0
H 3.598508 1.066872 4.566817 0.3 0.0 0.1
C -0.447592 -3.143028 0.417917 0.6 0.2 0.0
C 4.215108 1.174072 -0.452283 0.7 0.0 -0.4
H -3.691892 -0.467228 1.735717 -0.1 0.2 0.1
C -0.317392 -1.762928 0.562817 -0.3 -0.3 0.0
H -1.490992 2.104372 3.659017 0.0 0.1 0.0
H 0.717908 -2.929928 -3.993783 0.0 -0.1 0.0
H 0.910308 -1.830328 -6.186383 0.0 -0.1 -0.1
S 1.176508 1.070372 4.843217 -0.1 0.0 -0.9
C 0.869508 3.126772 -0.031983 0.4 0.9 -2.0
H -1.429592 1.093572 2.202217 0.0 -0.1 0.2
C -3.387892 -2.162128 0.436917 0.0 0.4 0.3
C 0.971708 5.443872 0.587817 0.1 -0.4 -0.9
C 4.154908 1.161772 -1.931783 0.0 0.0 -0.2
C 0.735908 -3.874928 0.237617 -0.1 0.2 0.0
O -1.507492 3.179872 -0.533083 -0.3 -0.2 0.1
Cl -4.145392 1.230672 -1.700383 -0.2 -0.1 -0.1
H -3.038292 -5.628228 2.341617 0.0 0.0 0.0
H 3.663208 2.065072 -2.293883 0.0 0.0 0.0
C 0.904008 4.092672 0.943917 -0.1 -0.2 0.5
O -1.562792 1.051572 0.090517 2.5 -1.8 0.8
H -2.542192 -1.655828 2.375217 0.1 0.0 0.1
H -1.145892 -1.098628 0.746617 -0.1 -0.1 -0.1
N 3.185408 1.168872 0.343217 -1.6 0.0 0.1
H -4.163392 -4.361128 2.872217 0.0 0.0 0.1
C 3.538308 1.168372 1.666517 0.8 0.0 0.4
C 0.983708 5.820272 -0.765783 0.0 0.4 0.9
C 0.897208 0.158272 -5.386883 -0.1 -0.9 -0.3
H 0.854308 3.838872 1.996517 0.0 0.0 -0.1
H -4.948392 -4.103928 0.497617 0.1 0.0 -0.1
H 2.911408 -1.310128 0.313117 0.0 0.0 0.0
C -3.475092 -1.527528 1.828917 -0.1 0.0 -0.4
H 2.876408 -3.790128 0.133917 0.1 0.0 0.0
C 1.957308 -3.233028 0.227417 -0.1 0.3 0.1
H -3.774192 -5.367328 0.019117 -0.3 0.2 0.0
N 1.174108 1.174772 2.297417 -0.3 0.1 -1.0
H 1.015208 6.870172 -1.015683 0.0 0.1 0.0
C 0.839708 2.463372 -2.341883 -0.3 -3.0 -1.7
C 1.976008 -1.853828 0.339217 0.2 -0.1 0.0
C 0.945408 4.883372 -1.762683 0.1 -1.6 0.2
C -3.976892 -4.545428 0.717217 -0.2 -1.0 0.1
H 0.671008 -4.946628 0.122117 -0.1 0.0 0.0
H 0.921808 5.168972 -2.803283 0.0 0.1 -0.1
H -1.541492 0.359272 3.826117 -0.1 -0.1 0.0
C 0.832608 0.900072 -4.229583 0.0 0.1 1.2
```
Forces are in eV/Å.

Calculated values
**Gap between HOMO and LUMO (spin up / spin down)**: 4.33 / 4.36 eV
**DFT total energy**: -96827.0570 eV
**Total charge**: +2
**Multiplicity**: 1
**Maximum force**: 4.59 eV/Å
**HOMO (spin up / spin down)**: -0.493 / -0.493 Eh